# 1
Here is an isolated molecule of C4H8ClNSi at a distorted geometry from OMol25. Energies are from ωB97M-V/def2-TZVPD.

Last column: natural (NBO) charge in e.
Cartesian coordinates (Å):
C 1.25 1.53 1.66  -0.397
C 0.19 0.81 1.46  -0.563
C -0.78 -1.77 -0.03  -0.245
C 0.48 0.55 -1.81  -1.156
N -1.76 -2.36 -0.49  -0.600
Si -0.56 0.12 -0.32  1.433
Cl -2.36 0.91 -0.24  -0.348
H 1.64 1.75 2.67  0.196
H 1.90 1.78 0.85  0.185
H -0.57 0.54 2.28  0.210
H 0.17 -2.20 0.35  0.153
H 1.58 0.30 -1.49  0.250
H 0.26 -0.26 -2.53  0.260
H 0.52 1.66 -2.06  0.274
H -1.97 -3.36 -0.28  0.349

Output
ΔE to the lowest compared entry with this formula, charge and spin in kcal/mol: 11.58
SMILES: [H]/N=C/[Si@@](C)(Cl)C=C
Frontier orbital gap in Ha: 0.363
E in Ha: -961.6314
LUMO in eV: 0.764

***

# 2
Here is a cluster of 2 separate species, C4H8ClNSi in total at a distorted geometry from OMol25. Energies are from ωB97M-V/def2-TZVPD.

Last column: natural (NBO) charge in e.
Cartesian coordinates (Å):
C 2.70 1.01 0.15  -0.343
C 2.06 -0.09 0.62  -0.655
C -0.59 -0.58 -1.44  -0.386
C -2.44 0.28 1.20  -0.513
N -0.30 0.39 -2.25  -0.608
Si 0.62 -1.10 -0.14  1.202
Cl -0.23 -2.48 1.13  -0.374
H 3.37 1.30 0.87  0.191
H 2.34 1.73 -0.53  0.213
H 2.50 -0.69 1.46  0.232
H -1.55 -1.16 -1.65  0.193
H -3.05 1.16 1.48  0.172
H -2.92 -0.39 0.47  0.167
H -1.42 0.09 1.61  0.175
H -1.10 0.54 -2.99  0.335

Output
ΔE to the lowest compared entry with this formula, charge and spin in kcal/mol: 96.58
Frontier orbital gap (spin up / spin down) in Ha: 0.298 / 0.255
E in Ha: -961.4959
LUMO (spin up / spin down) in eV: -0.802 / -0.060

***

Which of these has the highest E? number 2

***

What did the second record say?
Here is a cluster of 2 separate species, C4H8ClNSi in total at a distorted geometry from OMol25. Energies are from ωB97M-V/def2-TZVPD.

Last column: natural (NBO) charge in e.
Cartesian coordinates (Å):
C 2.70 1.01 0.15  -0.343
C 2.06 -0.09 0.62  -0.655
C -0.59 -0.58 -1.44  -0.386
C -2.44 0.28 1.20  -0.513
N -0.30 0.39 -2.25  -0.608
Si 0.62 -1.10 -0.14  1.202
Cl -0.23 -2.48 1.13  -0.374
H 3.37 1.30 0.87  0.191
H 2.34 1.73 -0.53  0.213
H 2.50 -0.69 1.46  0.232
H -1.55 -1.16 -1.65  0.193
H -3.05 1.16 1.48  0.172
H -2.92 -0.39 0.47  0.167
H -1.42 0.09 1.61  0.175
H -1.10 0.54 -2.99  0.335

Output
ΔE to the lowest compared entry with this formula, charge and spin in kcal/mol: 96.58
Frontier orbital gap (spin up / spin down) in Ha: 0.298 / 0.255
E in Ha: -961.4959
LUMO (spin up / spin down) in eV: -0.802 / -0.060

***

What is the E in the second record? -961.4959 Ha

***

Which formula does entry 2 have? C4H8ClNSi